Molecular formula: C30H38F11N2O9PS
Method: DFT, ωB97M-V with the def2-TZVPD basis set

Each line ends with the Mulliken charge.
Element x y z (Å)
C  6.493  -2.599  2.743  -0.760
C  6.359  -4.159  3.078  -0.470
C  5.969  -4.982  1.773  -0.777
C  4.942  -4.110  0.946  0.412
C  5.424  -3.524  -0.350  -0.482
N  4.689  -2.735  -1.172  -0.621
C  3.420  -2.519  -0.634  0.080
C  2.492  -1.624  -1.393  0.358
F  2.946  -1.107  -2.604  -0.393
C  1.138  -1.258  -0.944  0.292
C  0.377  -0.264  -1.886  -0.059
C  -0.240  -0.972  -3.177  -1.375
F  -0.548  0.580  -1.226  -0.364
C  0.637  -1.831  0.352  0.561
C  -0.801  -1.446  0.895  -0.537
C  -1.913  -1.949  -0.110  -0.400
C  -3.280  -1.182  -0.028  0.815
F  -3.999  -1.466  1.132  -0.311
F  -2.948  0.186  0.103  -0.324
C  -4.138  -1.257  -1.355  0.501
F  -4.924  -0.105  -1.389  -0.297
F  -3.357  -1.175  -2.496  -0.196
S  -5.302  -2.710  -1.539  1.188
F  -4.437  -3.685  -0.563  -0.269
F  -6.305  -2.208  -0.360  -0.282
F  -6.220  -1.821  -2.604  -0.315
F  -4.448  -3.223  -2.870  -0.315
F  -6.316  -3.965  -1.803  -0.285
C  1.541  -2.732  1.127  0.107
P  0.987  -3.429  2.777  -0.379
C  -0.626  -4.399  2.636  -0.328
C  -1.651  -4.085  3.822  -1.064
C  0.930  -2.093  4.103  -0.685
C  0.877  -0.599  3.530  -0.489
C  2.936  -3.086  0.643  0.217
N  3.704  -3.909  1.469  -0.283
H  6.963  -2.443  1.723  0.199
H  5.456  -2.144  2.769  0.116
H  7.093  -2.041  3.514  0.363
H  5.570  -4.271  3.868  0.262
H  7.354  -4.486  3.491  0.373
H  5.592  -6.018  1.976  0.305
H  6.932  -5.100  1.184  0.294
H  6.483  -3.741  -0.662  0.322
H  1.174  0.425  -2.306  0.447
H  -0.573  -2.027  -2.944  0.288
H  0.542  -1.050  -3.979  0.461
H  -1.127  -0.423  -3.588  0.350
H  -1.014  -1.919  1.893  0.183
H  -0.769  -0.338  1.060  0.527
H  -1.464  -1.989  -1.134  -0.334
H  -2.129  -3.027  0.172  0.538
H  -0.359  -5.492  2.739  0.466
H  -1.132  -4.259  1.632  0.099
H  -1.736  -2.962  3.967  0.227
H  -1.259  -4.508  4.797  0.333
H  -2.691  -4.448  3.612  0.318
H  0.107  -2.205  4.857  0.458
H  1.903  -2.160  4.679  0.422
H  1.349  0.050  4.323  0.452
H  1.467  -0.451  2.593  0.001
H  -0.200  -0.283  3.434  0.091
O  2.417  1.810  3.181  -0.498
C  2.435  2.299  2.094  0.445
O  2.272  1.597  0.940  -0.082
C  2.126  2.544  -0.114  -0.034
C  2.803  3.766  0.437  -0.340
O  2.620  3.624  1.844  -0.377
H  2.597  2.183  -1.028  0.316
H  1.062  2.702  -0.301  0.148
H  3.875  3.786  0.220  0.267
H  2.353  4.690  0.077  0.151
O  -0.211  4.203  -3.396  -0.560
C  -0.508  4.899  -2.476  0.532
O  0.171  4.942  -1.294  -0.221
C  -0.347  6.044  -0.551  -0.397
C  -1.720  6.222  -1.131  -0.387
O  -1.566  5.750  -2.467  -0.276
H  -0.369  5.818  0.516  0.349
H  0.295  6.914  -0.715  0.323
H  -2.470  5.610  -0.624  0.232
H  -2.046  7.260  -1.121  0.370
O  -4.195  7.787  -2.225  -0.534
C  -4.720  7.085  -3.033  0.665
O  -4.768  5.729  -2.954  -0.283
C  -5.663  5.277  -3.965  -0.302
C  -5.634  6.401  -4.962  -0.327
O  -5.346  7.536  -4.152  -0.322
H  -5.324  4.332  -4.390  0.297
H  -6.652  5.133  -3.524  0.252
H  -4.839  6.284  -5.703  0.267
H  -6.585  6.524  -5.480  0.295

**LUMO**: -0.68 eV
**E_HOMO**: -7.2 eV